1.
ORCA calculation (ωB97M-V/def2-TZVPD) on 12 unconnected molecules or ions with the total composition C31H92N16O13.

```
! RIJCOSX wB97M-V def2-TZVPD def2/J DEFGRID3
* xyz 0 1
C -8.600 -28.587 10.388
H -8.706 -21.761 8.643
O -0.814 -21.420 10.378
C -4.657 -25.430 1.884
N -3.349 -26.771 0.369
C -4.782 -26.459 0.773
C -8.566 -24.621 9.150
H -4.781 -30.743 5.542
H -4.666 -26.020 9.091
H -7.971 -30.333 11.511
H -2.462 -23.176 11.143
N -3.733 -29.544 8.407
H -4.272 -28.154 4.979
H -2.669 -22.104 7.890
N -2.120 -29.091 4.280
H -7.679 -31.467 4.965
H -6.396 -31.407 2.954
H -1.641 -24.834 4.661
H -9.094 -28.887 2.275
C -5.983 -23.738 2.831
N -6.084 -18.945 6.831
H -7.244 -30.640 6.429
N -3.497 -27.525 5.208
H -9.908 -30.838 12.823
H -5.983 -28.804 5.738
H -10.650 -26.146 9.402
H -6.436 -27.566 1.642
H -3.296 -24.375 4.709
C -8.650 -29.477 11.616
H -3.670 -18.677 3.280
H -11.811 -24.987 8.785
H -11.025 -24.660 10.329
H -7.551 -28.114 12.596
C -6.851 -31.306 5.665
H -0.545 -21.466 3.475
O -4.349 -30.923 2.919
H -6.105 -23.880 9.907
H -3.908 -21.882 4.656
H -3.287 -29.984 9.187
H -5.769 -26.816 13.842
C -1.747 -21.895 9.742
C -9.900 -30.306 11.871
N -5.970 -29.203 4.799
O -4.724 -23.574 8.534
H -5.449 -23.244 6.380
N -5.142 -20.843 7.681
H -1.097 -21.390 7.942
H -10.861 -29.785 11.812
H -9.466 -27.704 7.953
H -4.915 -27.587 11.491
N -6.796 -23.807 10.663
C -5.089 -29.387 8.289
H -6.934 -29.129 4.456
C -8.227 -26.190 5.226
H -6.946 -25.351 11.749
H -5.375 -23.627 3.735
C -5.672 -30.643 4.917
N -8.375 -28.681 12.809
C -4.568 -26.679 11.994
H -8.067 -24.063 5.754
H -6.625 -32.280 6.103
H -6.520 -27.139 4.685
N -6.804 -26.193 4.931
H -2.486 -21.285 5.557
H -6.609 -25.741 4.020
N -5.466 -24.244 6.513
C -3.789 -19.553 3.909
H -3.708 -26.642 5.636
O -1.190 -27.359 5.358
H -8.362 -26.634 6.217
H -3.380 -25.271 11.510
O -9.848 -24.410 8.621
N -5.048 -25.795 8.182
H -3.261 -28.878 7.809
H -5.347 -25.258 13.410
H -9.026 -24.379 4.344
C -2.849 -21.596 4.573
H -2.869 -29.614 3.852
H -5.462 -30.950 9.626
H -9.375 -27.817 10.458
O -8.736 -28.417 4.192
H -7.891 -24.869 8.325
H -4.726 -20.082 3.688
H -5.263 -18.509 7.199
H -3.816 -19.345 4.985
H -5.963 -24.994 5.998
H -8.485 -28.852 7.131
H -4.598 -20.271 8.302
H -4.873 -28.204 2.115
C -2.292 -23.988 4.891
C -9.031 -27.016 4.203
H -7.634 -28.070 10.459
N -1.963 -21.607 8.409
O -2.737 -20.484 3.694
C -8.580 -28.335 8.086
C -9.528 -29.122 3.250
C -3.970 -31.813 1.881
H -2.124 -23.754 5.944
H -5.418 -32.428 3.869
H -3.342 -27.763 0.596
H -2.643 -26.421 1.012
H -4.743 -32.389 1.364
H -6.443 -22.943 11.076
C -5.639 -26.210 12.941
H -8.760 -23.055 10.699
O -7.103 -20.975 6.521
C -8.048 -23.424 9.957
H -4.077 -25.894 2.685
H -4.145 -24.549 1.490
C -6.169 -20.293 6.943
H -8.501 -25.457 9.860
H -9.939 -31.123 11.142
H -6.786 -18.464 6.300
O -5.982 -25.080 2.334
C -8.786 -24.771 5.341
O -8.688 -29.269 9.151
O -4.129 -25.673 11.065
H -3.327 -32.595 2.298
H -5.481 -28.447 0.461
N -5.826 -30.319 8.940
H -3.436 -31.237 1.128
H -7.698 -27.721 8.273
C -2.035 -22.779 4.005
H -5.611 -23.015 2.103
C -5.414 -27.742 1.294
C -2.210 -27.930 4.973
C -10.874 -25.079 9.331
H -8.836 -26.540 3.235
C -7.804 -22.247 9.011
H -1.209 -29.468 4.097
H -0.418 -21.973 4.948
H -6.829 -30.153 8.909
N -0.630 -22.322 4.015
H -10.097 -26.976 4.451
H -10.597 -28.920 3.347
H -5.216 -21.808 7.991
H -9.715 -24.662 5.900
H -9.065 -27.927 12.804
H -7.231 -22.537 8.126
C -5.507 -31.364 3.596
H -7.202 -21.489 9.522
O -6.933 -26.099 12.395
O -5.578 -28.523 7.555
H -3.671 -26.988 12.539
N -2.660 -22.771 10.250
C -5.027 -24.518 7.743
H -2.324 -22.898 2.961
H -3.439 -23.064 9.653
H -5.300 -26.133 -0.128
H -5.241 -26.584 7.580
H -7.020 -23.527 3.089
H -9.418 -30.190 3.442
*
```

## Properties
Energy relative to the best compared isomer or geometry (same formula, charge and spin), eV: 0.000
E, Ha: -3090.66286
SMILES: COC[C@H](C)N.COC[C@H](C)N.COC[C@H](C)N.COC[C@H](C)N.COC[C@H](C)N.COC[C@H](C)N.NC(N)=O.NC(N)=O.NC(N)=O.NC(N)=O.NC(N)=O.OCCO
Kohn-Sham gap, eV: 9.2



2.
ORCA calculation (ωB97M-V/def2-TZVPD) on 18 unconnected molecules or ions with the total composition C31H96N4O18.

```
! RIJCOSX wB97M-V def2-TZVPD def2/J DEFGRID3
* xyz 0 1
H 15.132 14.481 18.153
C 9.646 13.455 19.694
H 20.683 17.401 14.940
O 17.283 15.360 19.272
H 19.294 15.711 13.953
H 17.082 11.419 9.825
H 18.457 14.241 18.052
H 21.738 14.585 16.785
H 17.030 8.472 21.516
C 18.860 15.096 8.527
H 23.002 12.447 13.988
H 15.231 17.564 18.620
O 21.901 15.099 17.576
N 23.174 17.007 13.175
H 19.320 15.940 8.013
O 16.540 15.582 15.223
C 14.173 14.530 18.667
H 17.262 15.727 20.156
C 13.098 12.532 17.448
H 11.879 14.631 21.132
C 16.473 10.012 19.410
H 20.926 15.877 9.658
H 19.666 11.180 12.229
H 22.964 19.638 12.842
C 22.991 19.103 11.893
H 12.102 14.638 15.829
H 14.223 13.828 19.499
H 10.931 15.730 17.843
H 18.025 14.976 14.329
H 19.891 13.565 7.202
H 15.903 17.434 11.423
H 21.994 18.867 11.522
H 13.535 11.590 19.429
C 20.034 11.142 8.856
O 19.265 13.752 17.897
H 13.153 15.937 16.502
H 21.610 14.410 10.365
H 27.566 15.422 12.615
H 9.235 13.187 18.721
C 15.696 7.834 18.318
H 19.115 18.257 12.982
O 18.424 18.671 12.466
N 18.111 8.396 18.874
H 14.091 15.520 19.116
C 13.011 14.862 16.387
H 9.215 12.707 20.360
C 20.223 11.539 11.364
H 9.296 14.392 20.128
H 21.654 11.840 7.456
H 23.882 16.387 13.544
H 12.913 13.149 21.022
H 25.853 18.351 11.553
H 16.015 6.803 18.168
H 23.824 13.242 11.900
H 23.513 17.232 11.160
C 18.696 9.061 17.647
O 18.923 14.832 14.033
H 16.151 13.855 10.700
H 23.117 17.675 13.930
H 25.488 18.293 13.254
H 22.025 16.860 17.105
H 19.029 10.998 18.511
H 16.588 7.009 20.904
N 18.968 13.166 10.025
H 17.583 10.932 11.279
H 20.188 15.279 11.013
C 11.223 13.296 19.566
H 20.588 10.203 8.850
H 14.816 17.724 17.173
H 20.970 16.764 13.597
H 17.739 7.463 16.522
H 20.270 13.518 16.319
C 19.766 14.131 9.255
H 21.936 12.138 9.087
H 21.177 14.873 18.161
H 15.415 10.247 19.527
O 20.787 13.678 15.529
H 18.207 14.659 7.772
C 21.114 12.068 8.375
C 12.945 14.039 17.762
C 18.127 8.461 16.317
H 12.930 10.583 18.139
H 20.876 10.682 11.199
H 12.435 12.278 16.621
O 11.439 15.546 18.637
H 11.283 13.036 21.607
C 20.541 13.458 8.071
C 20.679 14.916 10.110
H 22.160 12.323 15.241
H 17.255 9.031 15.998
C 19.293 11.750 10.125
H 22.751 14.187 12.397
H 10.695 11.466 18.389
H 19.414 10.902 7.991
H 18.719 8.518 15.403
H 20.704 8.016 17.724
H 17.611 18.306 12.816
O 18.084 13.734 10.980
H 13.817 14.618 15.695
O 15.496 17.342 17.728
H 18.443 11.056 16.735
H 15.367 16.070 11.803
C 27.131 16.421 12.629
H 16.552 15.783 18.820
H 16.458 10.620 17.161
H 21.465 14.017 7.922
C 23.734 17.742 12.098
C 11.914 13.568 20.895
C 12.823 11.563 18.603
H 15.973 16.227 14.800
H 23.547 19.671 11.147
H 18.066 9.958 9.858
C 25.275 17.809 12.301
H 18.195 6.557 18.434
C 11.388 11.844 19.140
H 20.137 13.857 14.849
C 18.429 10.567 17.709
O 20.292 17.234 14.082
O 15.567 16.932 12.166
O 15.228 13.975 10.927
C 16.411 8.067 20.716
H 21.607 18.294 17.353
H 20.615 9.430 18.608
H 14.753 13.747 10.128
H 27.417 16.926 13.551
H 20.865 12.383 11.616
H 16.894 10.374 20.348
C 20.288 9.021 17.652
O 21.749 17.658 16.653
N 11.668 14.230 18.420
H 16.320 15.644 16.153
H 15.709 8.339 17.352
H 20.820 9.496 16.828
O 23.029 13.272 12.434
H 14.116 12.356 17.099
O 25.706 16.449 12.321
H 14.650 7.951 18.601
C 17.973 10.967 10.261
H 18.274 15.545 9.330
H 19.396 13.246 18.699
O 23.015 12.091 14.877
H 18.631 14.050 11.703
C 16.987 10.802 18.097
H 27.646 16.904 11.798
C 16.674 8.505 19.266
H 11.156 11.229 20.010
H 15.405 8.326 21.047
H 16.831 11.876 18.197
O 18.629 7.146 19.055
*
```

## Properties
E, Ha: -2811.86562
Kohn-Sham gap, eV: 7.7



3.
ORCA calculation (ωB97M-V/def2-TZVPD) on 18 unconnected molecules or ions with the total composition C32H100O18.

```
! RIJCOSX wB97M-V def2-TZVPD def2/J DEFGRID3
* xyz 0 1
H -5.128 1.600 -1.795
H 2.357 3.571 -2.225
H -4.266 2.601 -0.710
H -3.129 -3.770 0.055
H 2.745 -6.254 -0.039
C 2.693 4.983 1.526
H 2.351 -1.309 3.255
O -4.037 -1.612 -2.284
H 3.546 5.544 1.909
H -4.916 -5.028 0.844
H 3.448 1.120 1.861
O -1.137 4.805 3.695
O -3.228 0.259 2.043
C -5.834 -2.533 1.840
O -0.551 5.850 1.254
H 7.073 -1.777 -1.766
C -2.340 4.625 0.362
C -0.431 5.292 -1.131
H 4.895 -7.278 0.111
H 0.777 1.222 -1.064
C -0.817 4.817 0.297
C -0.687 0.727 0.043
C -1.289 1.004 -4.566
C 2.016 -2.707 -2.193
H 5.932 0.507 -3.035
H -2.694 0.705 3.950
H -0.795 1.501 -3.731
O -6.032 -4.254 3.294
C 2.615 1.491 -2.922
H 2.075 2.993 4.668
H 1.883 1.464 3.769
O 1.622 -2.694 0.188
H -5.022 -3.057 -1.380
H 4.066 -0.491 2.094
H -1.097 6.063 -1.519
H 2.875 -3.375 -2.145
H 2.813 0.502 -2.508
H 0.629 5.303 -4.768
H -2.182 6.345 4.783
H -6.451 -5.914 1.050
H 3.738 -2.017 5.819
H -2.573 3.839 -0.357
C 3.230 -1.277 5.200
C 3.915 0.284 1.342
O 3.138 3.673 1.318
O 3.036 -4.717 1.314
H 1.592 1.596 -3.282
O -1.440 -0.814 -3.101
H 1.097 -4.925 -0.839
H 3.828 -4.998 -0.644
H -2.575 -1.303 2.995
H -4.758 -2.583 2.001
H 0.115 -0.673 -4.571
H -2.083 -2.651 -0.773
H -1.180 -2.490 -5.167
H -2.989 5.465 0.117
H -3.689 1.878 3.241
H -6.416 -4.594 0.036
H -0.828 5.438 2.076
C 3.532 -5.556 0.245
H -0.316 2.269 5.315
H -2.663 4.217 1.320
C -4.276 1.589 -1.115
H 4.856 0.634 0.919
H 2.039 5.151 -6.681
H -0.720 -1.746 1.570
H 5.585 -5.816 0.695
H 2.289 2.872 -0.021
H -2.354 1.235 -4.536
H -0.165 -2.834 2.906
H -0.876 1.334 -5.519
C 1.073 4.418 -5.224
O -2.096 -2.117 3.169
H -2.681 -1.589 -5.105
H -5.980 -2.034 0.881
O 2.122 2.221 -0.706
H -0.703 3.987 3.948
H -3.453 -2.065 0.215
O 3.810 -2.621 3.327
H 1.562 -2.675 -3.184
H 4.766 2.115 -1.260
H -5.092 -4.433 3.216
H -4.116 -3.829 -3.711
C -0.946 -0.505 -4.387
H 0.167 -2.134 -1.250
H 2.400 -0.757 5.679
H -1.647 0.243 -0.137
H 0.584 5.686 -1.077
H 3.450 -3.249 2.697
O -0.030 0.715 -1.177
H -0.467 -4.334 -0.262
H -0.385 4.454 -1.826
C 2.715 -2.028 3.988
H -3.169 -1.413 -2.642
H -1.500 -1.257 -6.388
H -0.382 3.905 0.705
H 2.092 4.302 -4.855
H 3.975 -0.548 4.881
H -6.178 -1.852 2.618
H 2.435 5.461 0.581
C -1.618 -1.506 -5.333
C -3.121 -2.826 -0.491
C 4.684 -6.427 0.759
H -0.860 -0.399 -2.458
H -2.447 -3.447 -3.229
H 1.716 1.530 5.510
H 1.977 -2.774 4.281
H -2.664 4.771 5.251
C 5.916 -0.442 -2.499
H -3.342 -4.835 -2.561
C 2.783 2.628 -1.883
H 0.442 3.546 -5.051
C -0.770 -1.969 2.636
O 2.993 -0.124 0.373
H -0.158 -4.473 -1.983
H -4.525 -0.241 -0.646
C -2.860 1.212 2.999
H 1.854 5.035 2.220
O 7.151 -1.125 -2.466
C -3.417 -3.794 -2.874
H 5.517 -0.239 -1.505
O -4.574 0.606 -0.197
H -3.750 0.662 1.345
C -6.492 -3.878 2.044
H -3.388 1.347 -1.700
H 4.287 3.825 -1.021
H 3.724 3.434 2.040
H 3.283 1.497 -3.783
H 2.478 -1.723 -2.111
H 5.163 -1.070 -2.974
H 0.028 0.155 0.633
H 2.101 -1.864 0.136
C 0.961 -2.862 -1.079
O 0.138 2.438 4.486
H -7.578 -3.802 2.090
H -0.264 -1.138 3.127
H 4.561 -6.839 1.760
O 1.201 4.686 -6.617
H 4.797 3.222 -2.621
C -5.992 -4.928 0.984
H -1.085 5.310 5.648
H 2.557 0.620 -0.048
H 2.473 -4.047 0.921
H -0.860 1.708 0.485
C -1.817 5.320 4.840
C 0.298 -4.209 -1.029
C 4.264 2.975 -1.703
C -4.009 -2.875 -1.737
C 1.499 2.071 4.589
H -2.016 1.871 2.798
*
```

## Properties
Energy relative to the best compared isomer or geometry (same formula, charge and spin), eV: 0.231
E, Ha: -2633.29998
Kohn-Sham gap, eV: 9.7